Entry from the Open Molecules 2025 dataset: C4H7NO in the gas phase at a distorted geometry (ωB97M-V/def2-TZVPD).

```
13
Properties=species:S:1:pos:R:3:forces:R:3
C 1.8668 0.1013 0.2894 0.02 -0.11 -0.19
C 0.3969 0.3337 0.4403 -0.60 0.33 -0.22
O -0.1000 1.2579 1.0697 0.58 0.29 0.26
C -0.6694 -0.5027 -0.2746 -1.57 1.20 -0.13
C -1.8972 0.0375 0.4075 0.16 -1.68 1.33
N -0.9497 0.0305 -1.5652 2.01 -0.34 -1.06
H 2.4483 0.8669 0.8051 -0.18 -0.07 -0.03
H 2.1268 0.1000 -0.7756 -0.06 0.00 0.15
H 2.1210 -0.8903 0.6802 -0.03 0.11 -0.02
H -0.4579 -1.5938 -0.1817 -0.34 0.07 0.08
H -2.0891 -0.0613 1.4757 0.13 0.07 -0.16
H -2.6974 0.3941 -0.2307 0.27 0.22 0.01
H -0.0990 -0.0738 -2.1401 -0.38 -0.09 -0.03
```
Positions in Å, forces in eV/Å.

Frontier orbital gap (spin up / spin down), hartree: 0.2425 / 0.1787
Energy above the lowest of the compared OMol25 structures with the same formula, charge and spin, kJ/mol: 636.14
Molar mass, g mol⁻¹: 85.11
HOMO (spin up / spin down), eV: -7.71 / -6.95
F_max, Eh/bohr: 0.045